Record 1
DFT (ωB97M-V with the def2-TZVPD basis set) results for a structure of composition C10H20F3N.

Summary:
- E_HOMO: -9.656 eV
- Relative energy (zero: lowest compared OMol25 entry of this formula, charge and spin): 10.7 kcal/mol
- Multiplicity: 1

Geometry as XYZ:
```
34
C10H20F3N ωB97M-V with the def2-TZVPD basis set
C -1.06 1.51 2.99
C -2.70 1.54 2.75
C -2.95 0.17 2.11
C -1.66 -0.17 1.12
C -1.62 0.69 -0.09
C -1.05 -0.03 -1.36
C 0.53 -0.11 -1.46
C 1.10 -0.42 -2.89
C 3.00 -1.67 -1.84
C 3.55 -1.18 -0.36
H -0.38 1.35 2.18
H -0.58 0.60 3.68
H -0.86 2.40 3.52
H -3.13 1.76 3.77
H -2.91 2.29 1.99
H -3.86 0.30 1.36
H -3.32 -0.62 2.95
H -0.70 -0.10 1.64
H -1.82 -1.18 0.70
H -0.64 1.67 -0.06
H -2.66 1.05 -0.29
H -1.41 0.68 -2.27
H -1.60 -0.95 -1.55
H 1.10 1.03 -1.50
H 0.98 -0.76 -0.69
H 0.73 -1.42 -3.21
H 0.55 0.51 -3.61
H 3.20 -0.67 -3.47
H 2.33 -2.42 -1.70
H 3.97 -2.26 -2.20
N 2.56 -0.55 -2.56
F 4.65 -0.43 -0.60
F 2.81 -0.43 0.47
F 3.84 -2.19 0.51
```

Mulliken atomic charge list, values in e, 5 entries: number 1, C, carries -1.108; number 2, C, carries -0.340; number 3, C, carries -0.688; number 4, C, carries -1.034; number 5, C, carries -0.059



Record 2
DFT (ωB97M-V with the def2-TZVPD basis set) results for a cluster of 2 separate species, C2H4Cl3NS in total.

Summary:
- E_HOMO (spin up / spin down): -8.083 / -8.212 eV
- Relative energy (zero: lowest compared OMol25 entry of this formula, charge and spin): 38.8 kcal/mol
- Multiplicity: 1

Geometry as XYZ:
```
11
C2H4Cl3NS ωB97M-V with the def2-TZVPD basis set
C 0.96 -2.28 -0.89
C 2.70 -0.11 0.26
N 0.77 -1.25 0.05
S -0.35 -0.13 -0.41
Cl 3.52 -0.94 1.53
Cl 3.44 -0.20 -1.29
Cl 2.11 1.46 0.61
H 1.54 -3.08 -0.38
H -0.05 -2.80 -1.12
H 1.45 -2.02 -1.78
H -0.36 0.32 0.88
```

Mulliken atomic charge list, values in e, 5 entries: number 1, C, carries -0.872; number 2, C, carries 0.398; number 3, N, carries -0.239; number 4, S, carries -0.096; number 5, Cl, carries -0.098



Record 3
DFT (ωB97M-V with the def2-TZVPD basis set) results for the molecule C2H5F2OP.

Summary:
- E_HOMO: -10.435 eV
- Relative energy (zero: lowest compared OMol25 entry of this formula, charge and spin): 110.1 kcal/mol
- SMILES string: COC(F)(F)P
- Multiplicity: 1

Geometry as XYZ:
```
11
C2H5F2OP ωB97M-V with the def2-TZVPD basis set
C -1.30 -1.01 0.76
O -0.16 -0.16 0.95
C 0.55 0.17 -0.38
F -0.35 0.71 -1.18
F 1.09 -0.91 -0.96
P 1.83 1.33 0.04
H -1.59 -1.40 1.72
H -1.03 -1.94 0.15
H -2.27 -0.52 0.37
H 2.15 1.40 -1.37
H 1.08 2.33 -0.09
```

Mulliken atomic charge list, values in e, 5 entries: number 1, C, carries -0.673; number 2, O, carries -0.363; number 3, C, carries 0.795; number 4, F, carries -0.227; number 5, F, carries -0.217



Record 4
DFT (ωB97M-V with the def2-TZVPD basis set) results for a cluster of 9 separate species, C34H46O18 in total.

Summary:
- E_HOMO: -10.007 eV
- SMILES string: O=C1C=CC(=O)C=C1.O=C1C=CC(=O)C=C1.O=C1C=CC(=O)C=C1.O=C1C=CC(=O)C=C1.OCCO.OCCO.OCCO.OCCO.OCCO
- Multiplicity: 1

Geometry as XYZ:
```
98
C34H46O18 ωB97M-V with the def2-TZVPD basis set
O 4.33 -4.66 -5.72
C 3.16 -4.50 -5.38
C 2.42 -5.64 -4.73
C 1.16 -5.44 -4.43
C 0.51 -4.10 -4.69
O -0.52 -3.87 -4.06
C 1.12 -3.17 -5.61
C 2.41 -3.28 -5.84
H 3.01 -6.54 -4.52
H 0.45 -6.18 -3.88
H 0.47 -2.37 -6.01
H 2.97 -2.52 -6.37
O -0.80 -0.15 -3.91
C -1.49 0.07 -2.95
C -2.58 -0.90 -2.62
C -3.33 -0.68 -1.49
C -3.30 0.66 -0.82
O -4.26 0.94 -0.14
C -2.26 1.63 -1.24
C -1.40 1.31 -2.18
H -2.64 -1.85 -3.09
H -4.05 -1.43 -1.19
H -2.24 2.58 -0.73
H -0.64 2.03 -2.48
O 1.10 -3.26 3.75
C 1.95 -2.60 3.20
C 3.22 -3.18 2.82
C 4.28 -2.42 2.36
C 4.09 -0.96 2.20
O 5.02 -0.23 1.96
C 2.72 -0.38 2.39
C 1.73 -1.16 2.81
H 3.23 -4.27 2.85
H 5.30 -2.77 2.02
H 2.47 0.72 2.16
H 0.73 -0.80 3.06
O 4.03 -0.49 -4.86
C 3.68 -0.77 -3.73
C 2.32 -0.83 -3.30
C 1.94 -1.34 -2.12
C 2.95 -1.85 -1.23
O 2.62 -2.27 -0.14
C 4.40 -1.56 -1.53
C 4.77 -1.05 -2.71
H 1.54 -0.48 -3.97
H 0.91 -1.47 -1.94
H 5.07 -1.85 -0.72
H 5.82 -0.87 -2.95
O 0.64 4.16 4.57
C 0.75 2.98 3.72
C 0.69 3.47 2.23
O 0.42 2.39 1.34
H 0.03 4.09 5.28
H 1.74 2.55 3.90
H -0.01 2.23 4.01
H 1.64 3.96 1.94
H -0.10 4.27 2.26
H -0.49 2.10 1.45
O 1.75 1.69 -1.04
C 2.92 2.39 -1.48
C 4.12 2.22 -0.54
O 3.93 2.90 0.67
H 1.33 2.20 -0.34
H 3.23 1.97 -2.47
H 2.74 3.46 -1.64
H 5.05 2.55 -1.07
H 4.22 1.14 -0.32
H 4.03 2.32 1.43
O -0.39 -0.98 -0.11
C -0.42 -2.36 0.40
C -1.47 -2.62 1.45
O -1.14 -1.83 2.62
H 0.44 -0.54 0.14
H -0.55 -3.03 -0.41
H 0.53 -2.57 0.91
H -1.60 -3.71 1.67
H -2.41 -2.17 1.07
H -0.59 -2.37 3.17
O -6.02 3.49 0.58
C -7.39 3.86 0.49
C -7.62 4.82 1.63
O -7.36 4.20 2.92
H -6.02 2.57 0.36
H -7.64 4.41 -0.41
H -7.98 3.01 0.57
H -8.65 5.11 1.66
H -6.98 5.67 1.38
H -6.49 3.76 2.79
O -2.51 0.31 4.97
C -3.04 1.46 4.26
C -3.05 1.18 2.75
O -1.75 1.00 2.24
H -1.73 0.03 4.47
H -4.10 1.51 4.58
H -2.53 2.43 4.50
H -3.42 2.08 2.18
H -3.69 0.27 2.68
H -1.46 0.13 2.27
```

Mulliken atomic charge list, values in e, 5 entries: number 1, O, carries -0.575; number 2, C, carries 0.488; number 3, C, carries -0.498; number 4, C, carries -0.254; number 5, C, carries 0.513